Entry 1:
41
Properties=species:S:1:pos:R:3:forces:R:3 method="wB97M-V/def2-TZVPD" total_charge=+4 gap_ev="7.4 / 6.6" s_squared=20.061 multiplicity=9 lumo_energy_ev="-16.6335 / -17.5201" homo_energy_ev="-24.0 / -24.2"
Er 0.490 -1.792 -2.758 -1.6 -2.9 -1.8
Fe -0.565 2.544 -0.500 -2.0 1.0 -2.8
Cl -0.740 -3.871 -2.677 0.8 1.5 0.1
Cl -2.101 2.457 -2.000 0.9 0.2 0.7
C 0.808 1.181 -1.716 3.7 2.1 -1.0
C 2.138 -0.562 -4.150 4.8 2.7 -4.2
C 0.294 0.710 -3.134 -1.9 3.1 -2.0
O 1.941 1.706 -1.738 -4.1 -2.0 0.8
O 2.871 0.037 -4.816 -3.5 -2.8 3.2
O -0.003 1.430 -4.037 0.9 -2.3 2.4
C -0.404 3.178 1.478 0.1 0.4 1.0
C -0.082 1.644 1.467 0.3 -0.6 1.3
C -0.965 0.980 2.559 -0.4 -0.3 -0.1
P -0.009 0.361 -0.065 1.8 -1.3 1.6
C 1.615 -0.490 0.294 0.3 0.2 -0.3
C 1.783 -0.914 1.748 -0.1 -0.3 0.4
C 1.869 -1.678 -0.685 -0.4 0.0 0.4
C -1.258 -0.980 -0.201 -1.3 0.1 -0.6
C -1.131 -2.056 0.890 0.5 -0.3 0.2
C -2.703 -0.454 -0.212 -0.4 0.3 -0.5
H -1.409 3.383 1.865 0.0 0.0 -0.3
H -0.222 3.824 0.569 0.3 0.9 0.6
H 0.323 3.613 2.181 -0.2 0.1 -0.2
H 0.963 1.557 1.796 -0.1 0.0 -0.6
H -2.004 0.863 2.221 0.3 0.1 0.2
H -0.574 0.018 2.915 -0.1 0.4 -0.2
H -0.980 1.653 3.427 0.1 -0.1 -0.2
H 2.335 0.309 0.064 0.1 -0.3 0.1
H 1.038 -1.660 2.045 0.4 0.2 0.1
H 2.782 -1.357 1.842 -0.1 0.1 0.1
H 1.736 -0.061 2.431 0.2 -0.3 0.0
H 2.312 -1.320 -1.653 0.2 -0.1 0.6
H 2.630 -2.355 -0.281 0.0 0.1 0.0
H 0.951 -2.358 -0.777 1.0 0.3 0.5
H -1.107 -1.482 -1.215 -0.3 0.3 0.7
H -1.208 -1.611 1.891 0.0 -0.3 -0.4
H -1.968 -2.754 0.775 0.0 0.2 -0.1
H -0.224 -2.662 0.813 -0.2 0.1 0.2
H -2.851 0.349 -0.945 -0.1 -0.3 0.3
H -3.366 -1.286 -0.495 0.2 0.2 0.2
H -3.006 -0.095 0.783 0.1 -0.3 -0.4

Entry 2:
132
Properties=species:S:1:pos:R:3:forces:R:3 method="wB97M-V/def2-TZVPD" total_charge=0 gap_ev="10.8 / 6.3" s_squared=0.754 multiplicity=2 lumo_energy_ev="-0.2092 / -4.6575" homo_energy_ev="-11.0 / -11.0"
C 0.117 0.955 0.207 -1.4 -1.7 1.2
O -0.313 -0.443 0.145 0.5 1.6 -0.5
O -0.418 1.522 1.412 1.6 -0.9 -2.6
C 1.657 1.085 0.043 1.6 -1.5 -0.5
F 2.171 2.196 0.458 -0.2 1.8 1.3
F 2.295 0.072 0.687 -0.6 0.1 0.2
F 2.115 1.025 -1.222 -1.3 -0.7 -0.5
C -0.257 -1.169 -1.132 0.5 0.1 0.2
C -0.965 -2.507 -0.963 0.3 0.2 -0.4
H -1.937 -2.432 -0.477 0.0 0.2 0.0
H -1.127 -2.889 -1.971 -0.2 -0.1 0.1
H -0.359 -3.252 -0.448 0.0 0.2 0.2
H 0.770 -1.275 -1.483 0.4 -0.4 0.7
H -0.624 -0.639 -2.011 -1.0 0.7 0.5
H -0.302 1.503 -0.637 -0.4 0.5 -0.1
C 0.733 -1.655 -4.313 -0.7 0.8 0.3
C 1.751 -2.552 -4.921 0.9 1.1 0.3
C 2.464 -3.549 -3.982 -0.3 1.0 -1.0
O 1.955 -4.811 -4.454 0.1 0.6 -0.1
C 1.267 -4.583 -5.628 -1.1 -5.2 -0.3
O 0.745 -5.483 -6.275 1.2 1.6 1.4
O 1.193 -3.352 -5.931 -0.2 2.4 -1.0
H 1.253 -1.011 -3.603 -0.1 -0.1 0.3
H -0.120 -2.157 -3.858 0.2 -0.3 0.2
H 0.293 -0.957 -5.026 0.1 -0.1 -0.4
H 2.483 -1.882 -5.372 0.1 -0.2 -0.2
H 2.247 -3.285 -2.947 -0.1 -0.7 0.1
H 3.530 -3.403 -4.160 0.1 -0.8 0.2
C -0.235 1.958 -4.162 -0.2 0.4 -0.3
C -0.130 3.498 -4.086 -0.5 -1.1 -1.1
C -0.557 4.184 -2.815 -0.1 -0.6 0.3
O 0.569 4.971 -2.443 -0.1 0.8 0.5
C 1.584 4.814 -3.310 1.6 0.4 -0.6
O 2.672 5.357 -3.271 -2.5 -1.2 0.1
O 1.183 3.927 -4.259 2.3 0.3 -0.1
H 0.397 1.409 -3.465 0.1 0.3 0.4
H 0.061 1.600 -5.148 0.1 0.3 -0.1
H -1.270 1.636 -4.045 -0.1 0.2 0.2
H -0.652 3.940 -4.935 -0.5 -0.3 0.0
H -0.710 3.463 -2.011 -0.4 0.1 0.1
H -1.457 4.750 -3.053 0.1 0.4 0.7
C -0.316 -3.504 2.557 0.8 0.9 -0.3
C 0.908 -2.581 2.725 -1.0 0.6 0.5
C 0.718 -1.438 3.799 0.9 -1.2 -0.8
O 2.048 -1.390 4.432 -1.7 0.3 -0.8
C 2.755 -2.457 4.046 1.0 -1.8 -0.1
O 3.829 -2.750 4.495 -1.0 0.5 -0.6
O 2.094 -3.233 3.098 0.9 0.7 1.7
H -1.071 -2.818 2.173 -0.3 -0.3 -0.2
H -0.723 -3.984 3.447 0.4 0.1 0.2
H -0.075 -4.257 1.807 -0.2 0.0 0.0
H 1.148 -2.095 1.779 -0.4 0.0 -0.2
H -0.058 -1.655 4.534 0.3 -0.1 0.2
H 0.462 -0.531 3.252 0.4 0.3 0.4
C -2.892 -0.851 4.467 -0.2 0.7 0.4
C -2.814 0.082 3.265 -0.5 -0.6 0.6
C -3.333 -0.509 1.983 0.5 -1.0 -0.9
O -4.330 0.361 1.571 -2.0 1.0 -1.5
C -4.572 1.335 2.435 -1.5 1.9 1.4
O -5.399 2.237 2.369 2.0 -2.4 -0.4
O -3.760 1.165 3.511 0.9 0.1 -0.2
H -3.914 -1.163 4.682 -0.1 -0.1 -0.5
H -2.654 -0.232 5.332 0.5 -0.3 0.2
H -2.269 -1.743 4.402 0.1 0.2 -0.1
H -1.798 0.426 3.074 -0.1 0.6 0.5
H -3.735 -1.517 2.090 -0.2 0.0 0.1
H -2.645 -0.518 1.138 0.6 -0.2 0.4
C -1.094 -5.589 -3.117 -0.3 -0.9 -0.4
C -1.657 -6.444 -1.975 2.7 0.4 0.0
C -0.576 -6.804 -0.807 -0.9 0.2 -3.0
O -1.289 -6.481 0.359 0.8 -0.5 0.5
C -2.447 -5.867 0.077 0.3 -0.8 -1.0
O -3.239 -5.554 0.885 -0.8 0.8 0.9
O -2.593 -5.734 -1.256 -1.6 0.9 0.8
H -0.585 -4.660 -2.859 0.1 -0.3 0.4
H -1.868 -5.332 -3.839 -0.3 0.0 0.2
H -0.443 -6.246 -3.693 0.4 0.2 0.0
H -2.104 -7.331 -2.424 -0.1 -0.2 0.3
H 0.340 -6.226 -0.929 -0.1 0.3 0.3
H -0.298 -7.844 -0.978 -0.2 -0.2 1.0
C 6.410 -1.433 2.480 0.7 -1.1 1.1
C 5.504 -0.764 1.511 0.0 -0.3 0.5
C 6.251 0.038 0.533 1.0 1.9 -0.6
O 5.662 -0.230 -0.728 -0.3 -0.5 -0.7
C 4.994 -1.402 -0.606 -0.6 0.7 -1.7
O 4.463 -2.005 -1.503 0.4 0.4 0.3
O 4.940 -1.736 0.648 -1.1 -1.9 1.6
H 5.954 -2.220 3.081 -0.6 0.3 0.0
H 6.906 -0.764 3.183 -0.2 0.3 -0.2
H 7.193 -1.984 1.959 0.1 0.2 -0.3
H 4.733 -0.153 1.981 -0.3 -0.4 0.1
H 7.295 -0.274 0.507 0.1 0.3 -0.1
H 6.120 1.100 0.737 0.5 0.1 -0.1
C -0.977 5.715 1.999 -0.6 0.1 -0.3
C -1.803 4.996 0.888 0.9 0.3 1.4
C -2.848 4.022 1.407 0.3 0.9 0.9
O -4.000 4.397 0.628 -0.3 -4.4 1.9
C -3.834 5.548 0.115 -2.0 3.3 -2.8
O -4.690 6.165 -0.476 0.6 -0.6 0.6
O -2.605 5.980 0.235 2.2 0.6 0.2
H -1.637 6.094 2.779 -0.4 0.1 -0.2
H -0.491 6.592 1.572 0.2 -0.2 -0.1
H -0.265 5.121 2.571 0.2 -0.4 -0.6
H -1.162 4.467 0.184 0.2 0.4 -0.3
H -3.048 4.216 2.461 -0.4 0.1 0.0
H -2.483 2.995 1.386 -0.7 -0.2 -0.7
C 2.867 1.613 4.922 1.5 -0.3 -0.4
C 3.284 2.025 3.496 -0.1 -0.2 1.5
C 2.648 3.323 3.079 -0.3 -0.8 -0.2
O 3.752 4.016 2.539 -0.9 1.9 -1.4
C 4.905 3.375 2.659 3.8 2.4 0.1
O 6.010 3.823 2.271 -4.1 -2.1 1.0
O 4.713 2.341 3.469 -0.2 -1.7 -0.1
H 1.802 1.406 5.030 0.1 0.0 -0.1
H 3.213 2.354 5.643 -0.4 0.5 -0.2
H 3.473 0.757 5.218 -0.4 -0.4 -0.1
H 3.080 1.260 2.746 0.2 -0.3 0.2
H 2.133 3.795 3.916 0.6 0.6 0.0
H 1.889 3.121 2.324 0.2 0.5 0.0
C -6.370 1.131 -1.456 1.0 0.4 -0.8
C -5.232 2.205 -1.461 -2.5 0.1 1.8
C -3.791 1.788 -1.315 0.9 -0.5 -0.6
O -3.168 2.345 -2.435 -0.5 1.7 -3.8
C -4.136 3.027 -3.294 0.4 0.1 0.6
O -3.963 3.605 -4.332 1.0 -1.2 1.3
O -5.318 2.983 -2.693 0.4 -1.0 1.1
H -6.348 0.471 -0.589 0.5 0.0 -0.1
H -6.250 0.592 -2.396 -0.3 -0.5 0.1
H -7.365 1.574 -1.441 0.2 0.4 -0.2
H -5.473 2.826 -0.598 0.1 0.6 -0.4
H -3.605 0.714 -1.344 -0.4 -0.3 0.1
H -3.156 2.203 -0.533 -1.0 0.0 0.9

Entry 3:
16
Properties=species:S:1:pos:R:3:forces:R:3 method="wB97M-V/def2-TZVPD" total_charge=0 e_above_lowest_kcal_mol=73.6 gap_ev=10.6 smiles=C[C@H]1N[C@H]1[C@H]1CO1 lumo_energy_ev=1.1338 homo_energy_ev=-9.5
C -1.974 -0.418 0.038 -0.1 -0.1 -0.1
C -1.159 0.658 0.709 -0.6 -0.2 0.2
N -0.073 0.296 1.628 0.1 -0.7 -0.7
C 0.212 0.931 0.288 0.9 1.2 2.4
C 0.938 0.165 -0.747 0.0 0.0 -0.3
C 2.233 -0.461 -0.486 0.3 0.0 0.1
O 1.041 -1.242 -0.531 0.0 -0.1 -0.1
H -2.526 -0.006 -0.814 0.1 0.0 0.1
H -2.708 -0.833 0.736 0.1 0.1 -0.1
H -1.347 -1.235 -0.327 -0.1 0.1 0.1
H -1.753 1.493 1.082 0.1 -0.1 -0.1
H 0.166 -0.687 1.498 -0.4 -0.2 0.2
H 0.630 1.872 0.689 -0.1 0.0 -1.6
H 0.700 0.442 -1.772 0.1 -0.1 0.0
H 2.933 -0.637 -1.302 -0.2 0.1 0.1
H 2.683 -0.361 0.500 -0.1 0.0 -0.1

Entry 4:
22
Properties=species:S:1:pos:R:3:forces:R:3 method="wB97M-V/def2-TZVPD" total_charge=0 e_above_lowest_kcal_mol=97.4 gap_ev=10.2 smiles="C=CC(=C)CC.O.O" lumo_energy_ev=0.6276 homo_energy_ev=-9.6
C -0.359 0.792 -1.009 -2.1 -4.6 5.0
C -0.098 0.639 0.346 1.1 0.1 -1.9
C -0.483 -0.563 1.126 -1.4 0.3 0.5
C -1.506 -0.427 1.966 -2.4 1.0 -0.9
C 0.384 -1.742 0.903 1.7 -0.5 1.7
C 1.876 -1.217 0.894 0.6 -0.4 2.0
H 0.007 1.567 -1.480 1.6 3.9 -2.5
H -1.151 0.181 -1.569 2.0 0.5 1.1
H 0.665 1.211 1.020 -1.4 -0.3 -2.0
H -2.292 0.381 1.717 1.7 -0.7 0.8
H -1.923 -1.104 2.700 0.5 -0.6 -0.1
H 0.296 -2.573 1.675 0.2 1.4 -0.1
H -0.002 -2.337 0.104 0.2 0.2 -1.6
H 2.617 -2.036 0.944 -0.4 0.2 -0.3
H 2.004 -0.692 1.910 -0.2 -0.7 -1.2
H 2.276 -0.460 0.200 -0.8 -0.6 -0.3
O -2.519 1.742 -1.725 -0.7 1.5 3.5
H -2.139 2.401 -1.036 -0.6 -1.0 -2.2
H -2.905 1.182 -0.994 0.1 0.2 -1.5
O 2.099 1.246 -2.657 -0.5 -0.5 0.7
H 1.418 0.875 -3.229 0.2 0.1 -0.5
H 1.735 0.933 -1.804 0.7 0.3 -0.3

Entry 5:
28
Properties=species:S:1:pos:R:3:forces:R:3 method="wB97M-V/def2-TZVPD" total_charge=0 e_above_lowest_kcal_mol=53.7 gap_ev=10.3 smiles=OCCO.CO.CO.CO lumo_energy_ev=0.3622 homo_energy_ev=-9.9
O 2.535 0.579 -2.530 -0.2 -0.4 0.3
C 1.982 1.246 -1.384 -0.2 1.4 -2.7
C 1.400 2.633 -1.876 -0.6 -0.7 1.7
O -0.002 2.574 -2.317 1.6 -0.2 0.0
H 1.789 0.137 -2.942 0.1 -0.1 -0.3
H 1.157 0.635 -1.016 0.3 0.2 0.8
H 2.855 1.444 -0.762 -0.5 -0.2 0.5
H 2.061 3.094 -2.610 -0.3 -0.4 -0.4
H 1.467 3.274 -0.997 -0.2 0.3 0.1
H -0.543 2.899 -1.594 0.1 0.0 0.0
C -3.751 1.244 4.246 0.1 -1.2 -0.3
O -2.482 1.414 4.885 -0.8 0.7 0.0
H -4.079 0.227 4.460 -0.2 -0.1 0.0
H -4.543 1.916 4.576 0.2 0.2 0.1
H -3.641 1.296 3.162 0.0 0.3 0.0
H -2.644 2.168 5.456 0.6 0.0 0.2
C 6.098 -3.860 0.645 -0.6 0.8 -0.5
O 6.718 -4.903 1.280 1.6 -1.8 0.7
H 6.845 -3.432 -0.023 -0.5 0.7 -0.3
H 5.266 -4.250 0.058 -0.2 0.3 0.1
H 5.793 -3.186 1.445 -0.5 0.7 -0.6
H 7.634 -4.619 1.251 0.2 -0.8 0.5
C -5.638 -0.487 -2.339 -0.8 0.0 0.3
O -4.479 -0.644 -1.525 -0.2 0.5 -0.6
H -5.866 0.485 -2.777 0.7 0.6 0.3
H -5.675 -1.136 -3.214 0.1 -0.6 0.3
H -6.476 -0.648 -1.660 -0.1 -0.5 -0.3
H -3.781 -0.101 -1.898 0.2 -0.1 0.0

no.,electronic energy (eV)
1,-115217.1131
2,-109980.5380
3,-8866.0229
4,-10540.3923
5,-15711.2690